(1)
DFT (wB97M-V/def2-TZVPD) results for a single C2H3ClF2O molecule.

Geometry as XYZ:
```
9
Properties=species:S:1:pos:R:3:forces:R:3
O 1.225127 -0.999265 0.486084 1.9 1.7 -0.7
C 0.480336 0.171710 0.539581 0.6 1.4 0.4
C -0.495762 0.245810 -0.614130 -1.7 0.3 -1.0
F 0.075400 0.240413 -1.829422 0.5 -0.3 0.4
F -1.360826 -0.808611 -0.573168 0.8 -0.9 0.2
Cl -1.666941 1.590395 -0.644306 0.6 0.8 0.5
H 0.647542 -1.696469 0.641066 -1.5 -2.2 0.4
H 1.185943 1.056342 0.521808 -0.9 -1.0 -0.1
H -0.090819 0.199675 1.472487 -0.2 0.3 -0.1
```
Positions in Å, forces in eV/Å.

Properties
**HOMO-LUMO gap**: 12.2234 eV
**Energy above the lowest of the compared OMol25 structures with the same formula, charge and spin**: 1.7 kcal/mol
**E_HOMO**: -0.4218 hartree
**Lowest unoccupied orbital energy**: 0.7 eV
**Charge**: 0


(2)
DFT (wB97M-V/def2-TZVPD) results for 2 unconnected molecules or ions with the total composition C2H3ClF2O2S.

Geometry as XYZ:
```
11
Properties=species:S:1:pos:R:3:forces:R:3
C -2.347794 -0.188903 -0.895167 0.2 -1.7 0.7
C -1.312458 0.171058 -0.126995 -3.1 -0.1 -0.6
O 1.544273 -0.218555 -0.843948 0.3 -0.3 -0.2
O 3.278744 -0.558032 0.995530 -0.7 -0.5 -0.2
F -2.565603 0.430718 -2.036994 -0.4 0.9 -0.6
F -1.074596 -0.557217 0.968559 0.1 -0.3 0.4
S 1.703427 -0.590403 0.533111 1.1 0.4 0.4
Cl 1.115848 1.154263 1.532093 0.4 0.3 0.4
H 3.851375 0.169065 0.703896 -0.4 0.2 -0.2
H -3.062831 -1.028686 -0.731806 1.0 0.5 -0.1
H -1.130383 1.216694 -0.098279 1.5 0.6 -0.1
```
Positions in Å, forces in eV/Å.

Properties
**HOMO-LUMO gap**: 9.7415 eV
**Energy above the lowest of the compared OMol25 structures with the same formula, charge and spin**: 11.2 kcal/mol
**E_HOMO**: -0.3541 hartree
**Lowest unoccupied orbital energy**: 0.1 eV
**Charge**: 0


(3)
DFT (wB97M-V/def2-TZVPD) results for a single C2H3ClF2S molecule.

Geometry as XYZ:
```
9
Properties=species:S:1:pos:R:3:forces:R:3
C 0.034457 0.084961 0.224433 -1.1 -0.6 -2.2
C -0.047034 1.057733 1.314223 -1.5 3.9 -0.8
F -0.469582 0.626146 2.464945 -0.2 -1.3 1.1
F 1.100961 1.743780 1.551701 -0.3 -0.6 -0.4
S -1.480156 2.528086 0.885343 1.7 -1.5 0.4
Cl -1.175537 3.415868 2.671425 -0.2 0.3 0.0
H 0.284263 -0.888454 0.705968 0.9 0.6 -1.0
H 0.514246 0.558156 -0.708541 0.4 -1.2 1.8
H -0.952627 -0.134547 -0.264134 0.3 0.4 1.1
```
Positions in Å, forces in eV/Å.

Properties
**HOMO-LUMO gap**: 9.2742 eV
**Energy above the lowest of the compared OMol25 structures with the same formula, charge and spin**: 20.2 kcal/mol
**E_HOMO**: -0.3359 hartree
**Lowest unoccupied orbital energy**: 0.1 eV
**Charge**: 0


(4)
DFT (wB97M-V/def2-TZVPD) results for 2 unconnected molecules or ions with the total composition C2H3ClFN.

Geometry as XYZ:
```
8
Properties=species:S:1:pos:R:3:forces:R:3
C -0.974320 -0.571076 0.895303 0.8 -1.5 -0.2
C -0.216189 -0.045892 -1.300314 2.2 1.8 -3.8
N -0.754398 -0.492875 -0.326171 -0.5 -1.0 1.2
F -0.422385 -0.544832 -2.526265 -0.4 -0.4 0.5
Cl 1.948851 1.927675 0.541454 -0.5 0.7 0.5
H -0.426053 -1.225320 1.513850 0.7 -0.6 0.6
H -1.797067 -0.092486 1.214676 -2.7 1.7 1.6
H 2.641561 1.044806 -0.012533 0.5 -0.7 -0.5
```
Positions in Å, forces in eV/Å.

Properties
**HOMO-LUMO gap**: 8.6875 eV
**Energy above the lowest of the compared OMol25 structures with the same formula, charge and spin**: 55.0 kcal/mol
**E_HOMO**: -0.3177 hartree
**Lowest unoccupied orbital energy**: 0.0 eV
**Charge**: 0


(5)
DFT (wB97M-V/def2-TZVPD) results for 2 unconnected molecules or ions with the total composition C2H3ClFN.

Geometry as XYZ:
```
8
Properties=species:S:1:pos:R:3:forces:R:3
C -0.941135 -0.414600 -0.079692 0.5 -3.4 -1.1
C 0.589469 -0.037938 -1.766613 -0.5 -0.4 -1.1
N -0.059144 -0.853048 -1.028947 -1.4 0.8 2.2
F 1.437439 -0.587652 -2.612374 0.8 -0.2 -0.4
Cl 0.143679 1.512901 -2.389736 -0.1 0.1 0.7
H -1.562158 -1.161508 0.487995 0.9 0.8 -0.9
H -0.951495 0.579088 0.183770 -0.3 2.2 0.6
H 2.702805 0.777200 -0.275302 0.0 0.0 0.0
```
Positions in Å, forces in eV/Å.

Properties
**HOMO-LUMO gap (alpha / beta)**: 10.4392 / 7.9166 eV
**Energy above the lowest of the compared OMol25 structures with the same formula, charge and spin**: 94.4 kcal/mol
**E_HOMO (alpha / beta)**: -0.4098 / -0.3050 hartree
**Lowest unoccupied orbital energy (alpha / beta)**: -0.7 / -0.4 eV
**Charge**: 0


(6)
DFT (wB97M-V/def2-TZVPD) results for a molecular structure, C2H3ClFN.

Geometry as XYZ:
```
8
Properties=species:S:1:pos:R:3:forces:R:3
C 0.258365 -0.464128 0.809983 0.1 -0.1 0.5
C 0.285738 0.876004 0.200569 0.3 1.3 -0.1
H -1.026286 0.678385 -1.537125 -0.1 -0.1 -0.6
H 1.206088 -0.646681 1.317702 0.0 0.0 -0.1
H -0.550734 -0.510119 1.543220 0.0 0.0 -0.1
N 0.308762 1.932112 -0.268406 0.1 -0.7 0.9
F 0.056721 -1.419074 -0.155040 1.6 -2.4 4.4
Cl -0.538654 -0.446500 -1.910903 -2.0 2.0 -5.0
```
Positions in Å, forces in eV/Å.

Properties
**HOMO-LUMO gap**: 10.7995 eV
**Energy above the lowest of the compared OMol25 structures with the same formula, charge and spin**: 39.3 kcal/mol
**E_HOMO**: -0.3723 hartree
**Lowest unoccupied orbital energy**: 0.7 eV
**Charge**: 0


(7)
DFT (wB97M-V/def2-TZVPD) results for a single C2H3ClFNO molecule.

Geometry as XYZ:
```
9
Properties=species:S:1:pos:R:3:forces:R:3
N 0.975826 -1.029298 0.103272 -0.5 1.1 -0.1
C 0.531719 0.222645 -0.259311 1.2 0.4 0.2
O 1.281186 1.039427 -0.755632 -0.6 -0.5 0.0
C -0.845978 0.678176 0.217053 -0.2 -2.3 3.0
F -1.016279 1.940602 -0.029343 -0.4 1.8 -0.7
Cl -2.164579 -0.322860 -0.468317 0.1 0.1 -0.2
H 1.828089 -1.242630 -0.347219 1.0 -0.2 -0.3
H 0.369162 -1.803721 0.167979 -1.0 -0.6 0.2
H -0.959150 0.517659 1.371520 0.4 0.2 -2.0
```
Positions in Å, forces in eV/Å.

Properties
**HOMO-LUMO gap**: 11.1588 eV
**Energy above the lowest of the compared OMol25 structures with the same formula, charge and spin**: 2.4 kcal/mol
**E_HOMO**: -0.3861 hartree
**Lowest unoccupied orbital energy**: 0.7 eV
**Charge**: 0


(8)
DFT (wB97M-V/def2-TZVPD) results for 2 unconnected molecules or ions with the total composition C2H3ClFNO2.

Geometry as XYZ:
```
10
Properties=species:S:1:pos:R:3:forces:R:3
C -1.534873 -0.043478 -0.114598 1.9 -5.4 4.9
C 0.789680 -0.521086 0.403687 -3.0 1.4 0.7
N 1.081754 0.714612 -0.309064 0.4 0.5 -0.2
O 1.143382 0.627222 -1.507528 0.2 -0.4 -1.2
O 1.157523 1.758227 0.284983 0.0 0.4 1.2
F 0.876808 -0.400189 1.759784 0.3 -0.4 -1.9
Cl 1.316571 -1.892186 -0.379815 0.4 -0.9 0.4
H -1.881352 -1.076405 -0.518883 0.6 2.2 0.7
H -1.437927 0.039975 1.058679 -1.0 0.0 -2.7
H -1.511563 0.793304 -0.677248 0.1 2.5 -1.8
```
Positions in Å, forces in eV/Å.

Properties
**HOMO-LUMO gap (alpha / beta)**: 8.6292 / 8.1064 eV
**Energy above the lowest of the compared OMol25 structures with the same formula, charge and spin**: 126.0 kcal/mol
**E_HOMO (alpha / beta)**: -0.3517 / -0.3530 hartree
**Lowest unoccupied orbital energy (alpha / beta)**: -0.9 / -1.5 eV
**Charge**: 0


(9)
DFT (wB97M-V/def2-TZVPD) results for 2 unconnected molecules or ions with the total composition C2H3ClN.

Geometry as XYZ:
```
7
Properties=species:S:1:pos:R:3:forces:R:3
C 0.819850 -1.502210 0.012590 -1.4 2.3 0.3
C -0.909028 0.363728 0.305093 -0.5 2.7 -4.4
N 0.121167 -0.601690 0.064714 0.0 -1.4 -0.6
Cl -2.539288 -0.276582 0.046113 1.0 0.0 0.5
H 1.516073 -2.258107 0.147718 1.1 -1.4 -0.2
H -0.637207 0.677944 1.290350 -0.6 0.9 0.6
H -0.851736 1.461568 -0.845032 0.4 -3.1 3.7
```
Positions in Å, forces in eV/Å.

Properties
**HOMO-LUMO gap**: 10.0992 eV
**Energy above the lowest of the compared OMol25 structures with the same formula, charge and spin**: 37.0 kcal/mol
**E_HOMO**: -0.5793 hartree
**Lowest unoccupied orbital energy**: -5.7 eV
**Charge**: +1


(10)
DFT (wB97M-V/def2-TZVPD) results for a single C2H3ClN2 molecule.

Geometry as XYZ:
```
8
Properties=species:S:1:pos:R:3:forces:R:3
C 0.039522 0.168645 0.009159 -0.7 -1.0 -0.6
C 0.526013 1.532887 0.269693 -0.8 1.3 1.2
Cl 0.917163 2.578176 -1.071886 0.0 -0.3 -0.3
N 1.106986 1.963940 1.505517 2.1 -0.5 1.0
N -0.042731 2.300951 1.439120 -1.2 -0.3 -1.1
H 0.753874 -0.478959 -0.501726 0.2 0.1 0.2
H -0.784998 0.272638 -0.682836 -0.3 0.0 -0.4
H -0.413641 -0.377677 0.856085 0.7 0.6 0.0
```
Positions in Å, forces in eV/Å.

Properties
**HOMO-LUMO gap**: 10.3505 eV
**Energy above the lowest of the compared OMol25 structures with the same formula, charge and spin**: 53.3 kcal/mol
**E_HOMO**: -0.3590 hartree
**Lowest unoccupied orbital energy**: 0.6 eV
**Charge**: 0